68
Properties=species:S:1:pos:R:3:forces:R:3:lowdin_spin:R:1 method="wB97M-V/def2-TZVPD" gap_ev="6.79 / 4.80" spin_multiplicity=2 total_charge=+1 energy_ha=-2840.32547 s_squared=0.763 homo_ev="-11.51 / -11.40" lumo_ev="-4.7 / -6.6" relative_energy_kcal_mol=8.9
Ir 0.28172 0.69461 0.54575 0.5 0.1 -0.1 0.05
C -4.93285 0.11130 -1.46648 0.0 0.0 0.0 0.00
C -3.42067 0.13142 -1.72878 0.0 0.0 0.0 0.00
C -2.88338 -1.29549 -1.78398 0.0 0.0 0.0 0.00
C -2.75261 1.01700 -0.69759 0.0 0.0 0.0 0.00
C -2.16353 0.49216 0.48245 -0.2 0.0 0.0 0.01
C -1.75165 1.35257 1.51491 -0.1 0.0 0.0 0.00
C -1.80595 2.76373 1.35637 0.0 0.0 0.0 0.00
C -1.34158 3.65983 2.47030 0.0 0.0 0.0 0.00
C -2.35185 3.24665 0.18767 0.0 0.0 0.0 0.00
C -2.82800 2.38559 -0.81370 0.0 0.0 0.0 0.00
H -5.43837 -0.51078 -2.20566 0.0 0.0 0.0 0.00
H -5.36111 1.11252 -1.50929 0.0 0.0 0.0 0.00
H -5.14004 -0.30222 -0.47736 0.0 0.0 0.0 0.00
H -3.25907 0.59871 -2.70650 0.0 0.0 0.0 0.00
H -3.21811 -1.88223 -0.92623 0.0 0.0 0.0 0.00
H -1.79465 -1.32819 -1.81038 0.0 0.0 0.0 0.00
H -3.25116 -1.79561 -2.67939 0.0 0.0 0.0 0.00
H -2.25975 -0.56654 0.69136 0.1 0.0 0.0 0.00
H -1.55881 0.95488 2.50324 0.1 0.0 0.0 0.00
H -0.30720 3.97555 2.31386 0.0 0.0 0.0 0.00
H -1.37800 3.14032 3.42616 0.0 0.0 0.0 0.00
H -1.95492 4.55769 2.53200 0.0 0.0 0.0 0.00
H -2.45618 4.31770 0.05510 0.0 0.0 0.0 0.00
H -3.30684 2.81338 -1.68899 0.0 0.0 0.0 0.00
O 3.69432 -1.02411 0.30495 0.1 0.1 -0.1 0.00
C 2.89193 -0.36099 0.90755 0.0 0.0 0.1 0.00
O 2.24089 0.65291 0.32130 -0.1 -0.1 -0.1 0.01
C 2.64245 -0.59070 2.36987 0.0 0.0 -0.1 0.00
C 3.60038 -1.33494 3.04136 0.0 0.0 0.0 0.00
C 3.49062 -1.52402 4.40185 -0.1 -0.2 -0.1 0.00
C 2.43901 -1.00148 5.12221 -0.1 0.0 0.0 0.00
C 1.46811 -0.28491 4.45335 0.0 0.1 0.0 0.00
C 1.53793 -0.05884 3.06097 0.1 0.1 0.1 0.00
O 0.58109 0.63474 2.47309 -0.1 -0.1 0.0 0.00
N 0.34461 0.21038 5.27566 -0.1 -0.3 0.1 0.00
O 0.46939 0.11794 6.47632 0.1 0.1 0.0 0.00
O -0.65596 0.62581 4.72350 0.0 0.1 0.0 0.00
N 4.51951 -2.30737 5.10736 0.5 0.9 0.2 0.00
O 4.38809 -2.43786 6.30456 -0.2 -0.3 0.0 0.00
O 5.48550 -2.65402 4.46309 -0.1 -0.3 -0.1 0.00
H 4.43707 -1.74462 2.49427 0.0 0.0 0.0 0.00
H 2.36326 -1.16051 6.18722 0.0 0.0 0.0 0.00
O 1.11069 -1.98251 -4.16447 0.0 0.1 0.0 0.01
C 1.24225 -2.87729 -3.18384 0.0 0.0 0.1 0.03
C 1.59486 -4.17154 -3.56912 0.0 0.0 0.0 0.00
C 1.76117 -5.15439 -2.62430 0.0 0.0 0.0 0.03
C 1.58358 -4.89422 -1.25472 0.0 0.0 0.0 0.01
C 1.22670 -3.64033 -0.85642 0.0 0.0 -0.1 0.01
C 1.03649 -2.60237 -1.80387 0.0 0.0 0.0 0.02
C 0.65439 -1.31792 -1.31362 0.0 -0.1 0.0 0.03
O 0.33659 -1.16515 -0.07381 0.1 0.0 0.0 0.04
N 0.57672 -0.25334 -2.15355 -0.1 -0.1 -0.1 0.27
N 0.29942 0.85459 -1.49611 -0.3 0.2 0.1 0.16
C 0.19484 1.94540 -2.26904 0.2 0.0 0.1 0.09
S 0.36112 3.48959 -1.56643 0.0 0.0 0.0 0.12
C 0.60818 4.32603 -3.16307 0.0 0.0 0.0 0.01
C -0.23287 3.60546 -4.19425 0.0 0.0 0.0 0.01
S 0.01601 1.81938 -3.96477 0.1 0.0 0.0 0.07
H 0.94210 -1.10129 -3.78862 0.0 -0.1 0.0 0.00
H 1.74155 -4.36498 -4.62231 0.0 0.0 0.0 0.00
H 2.04615 -6.14819 -2.94407 0.0 0.0 0.0 0.00
H 1.73989 -5.67743 -0.52749 0.0 0.0 0.0 0.00
H 1.09806 -3.40906 0.19099 0.0 0.0 0.0 0.00
H 1.67129 4.28098 -3.39840 0.0 0.0 0.0 0.00
H 0.30574 5.36494 -3.04482 0.0 0.0 0.0 0.00
H 0.07669 3.85316 -5.20824 0.0 0.0 0.0 0.00
H -1.29518 3.81854 -4.07893 0.0 0.0 0.0 0.00

***

67
Properties=species:S:1:pos:R:3:forces:R:3:nbo_charge:R:1 method="wB97M-V/def2-TZVPD" gap_ev=7.34 total_charge=-1 energy_ha=-3143.59639 homo_ev=-5.22 lumo_ev=2.1 relative_energy_kcal_mol=0.0
Mg -0.04636 -0.76317 -0.16861 -0.1 0.0 -0.2 1.68
S 0.33888 1.24837 -1.54850 0.1 0.0 0.0 -0.47
C -0.51875 0.23126 -2.66583 -0.1 0.0 0.1 -0.18
S -0.48006 -1.49211 -2.44923 0.0 0.0 -0.1 -0.44
C -1.28048 0.80365 -3.67619 0.0 0.0 0.0 -0.52
C -1.43021 2.21605 -3.78283 0.0 0.0 -0.1 0.33
N -1.59882 3.35313 -3.88831 0.0 0.0 0.0 -0.40
C -2.02955 0.02448 -4.60156 0.1 0.0 0.0 0.34
N -2.66306 -0.55928 -5.36969 0.0 0.0 0.0 -0.41
C -0.96385 4.84629 0.37801 0.0 0.0 0.0 -0.66
C -0.77877 4.06353 1.64871 0.0 0.0 0.0 0.00
C 0.19806 3.07048 1.72513 0.0 0.0 0.0 -0.24
C 0.36395 2.31878 2.87592 0.0 0.0 0.0 -0.11
C -0.47294 2.54333 3.96342 0.0 0.0 0.0 -0.40
C -1.44969 3.52722 3.91518 0.0 0.0 0.0 -0.20
C -1.58461 4.29255 2.76490 0.0 0.0 0.0 -0.20
S -0.33849 1.50653 5.38806 0.0 0.0 0.0 2.33
O 1.02503 1.07623 5.47205 0.0 0.0 0.0 -0.94
O -0.98418 2.15206 6.49616 0.0 0.0 0.0 -0.95
N -1.26745 0.17675 5.07589 0.0 0.0 0.0 -0.86
C -1.17234 -0.48622 3.76931 0.0 0.0 0.0 -0.22
C 0.09706 -1.33472 3.58671 0.0 0.0 0.0 -0.53
C 0.31478 -1.40465 2.09319 0.0 0.0 0.0 0.77
O -0.31754 -2.22985 1.38370 0.0 0.0 0.1 -0.80
O 1.01265 -0.49331 1.55152 0.0 0.0 0.1 -0.83
H -0.13179 5.53650 0.22576 0.0 0.0 0.0 0.23
H -1.88526 5.42895 0.39977 0.0 0.0 0.0 0.22
H -0.98810 4.18064 -0.48849 0.0 0.0 0.0 0.25
H 0.82287 2.86719 0.86363 0.0 0.0 0.0 0.24
H 1.11362 1.54106 2.91294 0.0 0.0 0.0 0.25
H -2.08113 3.70277 4.77653 0.0 0.0 0.0 0.24
H -2.33794 5.07322 2.72932 0.0 0.0 0.0 0.22
H -2.21879 0.38345 5.35160 0.0 0.0 0.0 0.40
H -1.23475 0.25353 2.96392 0.0 0.0 0.0 0.20
H -2.05164 -1.12284 3.67670 0.0 0.0 0.0 0.22
H -0.04241 -2.32436 4.01805 0.0 0.0 0.0 0.22
H 0.94753 -0.84383 4.05256 0.0 0.0 0.0 0.25
C -5.92443 -0.79329 -4.25608 0.0 0.0 0.0 -0.64
C -6.00172 0.23304 -3.15986 0.0 0.0 0.0 0.00
C -5.02520 1.21344 -3.01991 0.0 0.0 0.0 -0.19
C -5.08580 2.15816 -2.00483 0.0 0.0 0.0 -0.25
C -6.12444 2.11637 -1.08623 0.0 0.0 0.0 0.19
N -6.21650 3.02948 0.00356 0.0 0.0 -0.1 -0.67
C -5.19308 3.60446 0.71529 -0.1 -0.1 0.3 0.79
O -5.32529 4.68900 1.25959 0.0 0.0 -0.1 -0.65
N -4.01733 2.89879 0.84471 0.0 0.0 -0.1 -0.66
C -3.77266 1.51917 0.75871 0.0 0.0 0.0 0.18
C -4.71164 0.53809 1.04345 0.0 0.0 0.0 -0.20
C -4.33779 -0.79048 0.92535 0.0 0.0 0.0 -0.24
C -3.03590 -1.10283 0.57849 0.0 0.0 0.0 0.03
N -2.12424 -0.15839 0.33493 0.1 0.0 0.1 -0.55
C -2.49168 1.11730 0.39921 0.0 0.0 0.0 0.02
C -7.11652 1.15160 -1.21889 0.0 0.0 0.0 -0.25
C -7.05697 0.23024 -2.25048 0.0 0.0 0.0 -0.21
H -5.05365 -0.63563 -4.89022 0.0 0.0 0.0 0.26
H -6.82212 -0.76702 -4.87728 0.0 0.0 0.0 0.21
H -5.84139 -1.79923 -3.83860 0.0 0.0 0.0 0.22
H -4.20236 1.25155 -3.72109 0.0 0.0 0.0 0.23
H -4.31428 2.91547 -1.93215 0.0 0.0 0.0 0.24
H -7.05194 3.59106 0.05166 0.0 0.0 0.0 0.41
H -3.28573 3.44872 1.27021 0.0 0.0 0.0 0.43
H -5.71568 0.81071 1.33892 0.0 0.0 0.0 0.23
H -5.05013 -1.58194 1.11285 0.0 0.0 0.0 0.22
H -2.69546 -2.12665 0.50150 0.0 0.0 0.0 0.23
H -1.73458 1.84884 0.14097 0.0 0.0 0.0 0.23
H -7.92444 1.11732 -0.49659 0.0 0.0 0.0 0.21
H -7.83660 -0.51840 -2.34060 0.0 0.0 0.0 0.20

***

62
Properties=species:S:1:pos:R:3:forces:R:3:nbo_charge:R:1 method="wB97M-V/def2-TZVPD" gap_ev=7.17 total_charge=+1 energy_ha=-6742.07217 homo_ev=-11.32 lumo_ev=-4.2 relative_energy_kcal_mol=0.0
Pd 0.06531 -0.23341 0.70243 -0.1 -0.2 0.2 0.67
O 0.17911 3.85869 1.23023 0.0 -0.1 0.0 -0.65
C 0.62724 2.72616 1.11563 -0.1 0.0 0.1 0.77
O -0.08738 1.67167 1.31530 0.0 0.1 -0.2 -0.73
C 2.09839 2.62278 0.75700 0.1 0.1 0.1 -0.18
C 2.92533 3.61343 1.28354 -0.1 0.0 0.0 -0.15
C 4.27935 3.65123 0.99593 0.0 0.0 0.0 -0.17
C 4.84551 2.71205 0.14601 0.0 0.0 -0.1 -0.19
C 4.04556 1.72964 -0.41061 0.0 0.1 0.1 -0.22
C 2.68806 1.68809 -0.08909 0.1 -0.2 -0.2 -0.14
S 1.81411 0.31848 -0.77917 -0.1 0.0 0.0 0.16
H 2.47346 4.35701 1.92517 0.0 0.0 0.0 0.25
H 4.89420 4.42644 1.43351 0.0 0.0 0.0 0.23
H 5.90073 2.74293 -0.08832 0.0 0.0 0.0 0.23
H 4.46722 0.98953 -1.07734 0.0 0.0 0.0 0.23
Se -0.10871 -2.76379 -1.50574 0.0 0.0 -0.1 0.99
N 0.07140 -2.19269 0.18379 0.1 0.1 0.1 -0.68
C 0.13712 -3.24118 0.98502 0.0 0.0 -0.1 0.23
C 0.25520 -3.21389 2.40603 0.0 0.0 0.1 -0.24
C 0.31139 -4.39897 3.05795 0.0 0.1 0.0 -0.16
C 0.25334 -5.66136 2.36971 0.0 0.0 0.0 -0.18
C 0.13345 -5.73046 1.02659 0.0 -0.1 0.0 -0.20
C 0.06691 -4.50785 0.28458 0.0 0.0 0.0 0.10
N -0.06434 -4.45331 -1.02392 0.0 0.0 0.0 -0.56
H 0.27599 -2.26488 2.92213 0.0 0.0 0.0 0.25
H 0.39682 -4.40684 4.13647 0.0 0.0 0.0 0.23
H 0.30385 -6.56873 2.95602 0.0 0.0 0.0 0.23
H 0.08176 -6.66645 0.48883 0.0 0.0 0.0 0.24
C 0.07664 4.36300 -1.79989 0.0 0.0 -0.1 -0.43
N -0.91791 3.34868 -1.46315 0.1 0.0 0.1 -0.30
C -0.82005 2.02458 -1.59345 0.0 0.0 -0.1 0.25
Se 0.58361 1.09850 -2.48208 0.1 0.0 0.0 0.32
N -1.91007 1.45390 -1.07130 0.0 -0.1 0.0 -0.50
C -2.71304 2.42538 -0.51173 -0.1 0.0 0.0 0.19
C -3.90255 2.34579 0.20710 0.0 0.0 0.0 -0.22
C -4.43135 3.54249 0.62941 0.0 0.0 0.0 -0.17
C -3.80350 4.77440 0.35529 0.0 0.0 0.0 -0.18
C -2.62446 4.84898 -0.34793 0.0 0.0 0.0 -0.19
C -2.09112 3.63801 -0.78057 0.0 0.0 0.0 0.11
H 0.93875 3.88367 -2.25371 0.0 0.0 0.0 0.23
H 0.37154 4.85237 -0.87345 0.0 0.0 0.0 0.26
H -0.35982 5.07354 -2.49868 0.0 0.0 0.0 0.23
H -2.00991 0.45848 -0.92551 0.0 0.0 0.0 0.46
H -4.36992 1.39796 0.43142 0.0 0.0 0.0 0.24
H -5.35212 3.54175 1.19662 0.0 0.0 0.0 0.23
H -4.25734 5.68376 0.72379 0.0 0.0 0.0 0.23
H -2.12987 5.79225 -0.52914 0.0 0.0 0.0 0.24
C -4.92560 -0.39515 2.74235 0.0 0.0 -0.1 -0.59
C -3.72336 -1.24500 3.17060 0.0 0.0 0.0 -0.17
C -4.03967 -2.73053 2.95853 0.0 0.0 0.0 -0.58
C -3.41354 -0.98676 4.65159 0.0 0.0 0.0 -0.58
C -2.54187 -0.88318 2.36660 0.0 -0.1 -0.1 0.03
C -1.54579 -0.63418 1.72852 0.1 0.2 0.0 -0.38
H -5.80011 -0.65465 3.34117 0.0 0.0 0.0 0.22
H -5.16839 -0.58165 1.69328 0.0 0.0 0.0 0.20
H -4.71543 0.66701 2.87395 0.0 0.0 0.0 0.21
H -4.90643 -3.01570 3.55806 0.0 0.0 0.0 0.21
H -3.19403 -3.35178 3.25712 0.0 0.0 0.0 0.21
H -4.26143 -2.93689 1.91055 0.0 0.0 0.0 0.21
H -4.27653 -1.25435 5.26429 0.0 0.0 0.0 0.21
H -3.17812 0.06397 4.82073 0.0 0.0 0.0 0.22
H -2.56141 -1.58500 4.97585 0.0 0.0 0.0 0.21

***

56
Properties=species:S:1:pos:R:3:forces:R:3:nbo_charge:R:1 method="wB97M-V/def2-TZVPD" gap_ev=3.58 energy_ha=-1324.24537 homo_ev=-6.12 lumo_ev=-2.5 relative_energy_kcal_mol=20.1
C 4.74398 -0.45612 1.12311 0.4 0.4 -0.1 -0.42
N 3.36386 -0.90414 1.06422 -1.2 1.3 -0.4 -0.29
C 2.29282 -0.07555 0.94126 0.8 -1.0 0.4 0.18
C 1.09352 -0.83189 1.01433 -0.6 -0.2 -0.2 -0.20
C -0.19704 -0.30213 1.03680 1.0 0.2 0.3 0.10
C -1.41350 -1.07552 1.03443 -1.3 -0.7 -0.2 -0.17
C -1.62552 -2.14924 0.12580 0.2 0.3 0.3 -0.09
C -2.79193 -2.91076 0.17462 0.0 0.2 0.2 -0.24
C -3.77403 -2.63548 1.13712 0.4 0.3 0.0 -0.16
C -3.60153 -1.55900 2.02062 0.0 -0.2 -0.1 -0.22
C -2.45897 -0.77015 1.94920 0.6 0.1 -0.3 -0.13
C 1.52102 -2.23185 1.17760 0.7 0.0 0.0 0.00
C 0.86188 -3.42353 1.44149 0.1 -0.7 0.0 -0.20
C 1.60618 -4.60477 1.59536 0.1 0.4 0.0 -0.21
C 3.01160 -4.58684 1.55252 0.0 0.5 -0.1 -0.19
C 3.70365 -3.37865 1.36559 -0.3 -0.2 0.0 -0.23
C 2.93729 -2.23365 1.17683 -0.7 -0.2 0.3 0.12
H 5.40055 -1.32445 1.21601 -0.1 0.3 0.0 0.23
H 5.00251 0.10497 0.21421 -0.1 -0.3 0.2 0.24
H 4.90068 0.20920 1.98470 -0.1 -0.3 -0.2 0.22
H 2.41045 1.00085 0.83839 0.0 -0.3 -0.1 0.25
H -0.27375 0.77050 1.23140 -0.1 -0.2 -0.3 0.24
H -0.85166 -2.37443 -0.61250 -0.3 0.1 0.2 0.22
H -2.93051 -3.73364 -0.53016 0.0 0.3 0.2 0.23
H -4.67371 -3.25033 1.19370 0.3 0.2 0.0 0.23
H -4.36297 -1.33591 2.77095 0.2 -0.1 -0.3 0.23
H -2.31434 0.07699 2.62474 -0.2 -0.3 -0.2 0.22
H -0.22068 -3.43464 1.52808 0.3 -0.2 -0.1 0.24
H 1.08678 -5.55253 1.75563 0.2 0.4 0.0 0.23
H 3.57046 -5.51591 1.67560 -0.2 0.3 0.0 0.23
H 4.79151 -3.31188 1.35680 -0.3 -0.3 0.1 0.22
C 3.92456 1.16652 -2.67945 0.3 0.1 0.0 -0.62
C 2.55499 1.25558 -3.29489 0.2 0.0 0.0 -0.07
O 1.63842 1.73770 -2.30872 0.8 -0.4 -0.6 -0.56
C 0.36570 1.77624 -2.84859 -1.4 0.2 0.2 0.74
C -0.55454 2.24525 -1.83848 0.2 -0.3 -0.3 -0.59
C -1.94065 2.39994 -2.10878 0.3 -0.4 -0.6 0.46
C -2.81615 2.97832 -1.01272 -0.6 0.2 0.3 -0.13
C -2.33858 3.30409 0.26470 -0.4 0.0 0.0 -0.16
C -3.19183 3.82613 1.24273 -0.1 -0.1 -0.3 -0.24
C -4.54523 4.03264 0.95602 0.1 -0.1 -0.3 -0.23
C -5.03922 3.70795 -0.31703 0.4 0.0 0.2 -0.22
C -4.18181 3.18739 -1.28681 0.2 0.0 0.2 -0.17
O -2.46453 2.06587 -3.18316 -0.3 0.3 0.7 -0.63
O 0.17362 1.43711 -4.00691 0.2 0.2 0.8 -0.63
H 4.61826 0.80953 -3.44153 0.1 0.0 0.1 0.21
H 4.27571 2.14224 -2.33192 0.0 -0.1 0.0 0.21
H 3.94459 0.46157 -1.84399 0.0 0.0 0.0 0.17
H 2.56908 1.94078 -4.15838 -0.1 -0.3 0.2 0.19
H 2.23020 0.26183 -3.64035 0.1 0.4 0.0 0.18
H -0.09048 2.60736 -0.93217 -0.1 0.0 -0.1 0.18
H -1.28760 3.15163 0.50299 -0.2 0.1 0.0 0.19
H -2.78696 4.07335 2.22356 -0.2 0.0 -0.2 0.20
H -5.21462 4.44259 1.71086 0.2 -0.1 -0.1 0.21
H -6.08972 3.85601 -0.56823 0.2 0.0 0.2 0.21
H -4.56186 2.93284 -2.27720 0.3 0.0 0.2 0.24